# 1
Density functional theory data (ωB97M-V/def2-TZVPD) for a structure of composition C3H9BrSi.

Element x y z (Å)
H: 1.104 1.151 0.669
H: 0.724 -0.304 -1.565
H: 2.490 0.698 -0.321
H: 1.237 -1.640 -0.555
H: 2.106 -0.208 1.142
H: -1.633 1.366 -1.419
H: -3.087 0.443 0.276
Br: -0.691 -1.464 1.802
H: -1.171 -1.529 -0.613
C: 1.673 0.303 0.282
C: 0.788 -0.644 -0.526
H: -1.196 1.799 0.912
Si: -1.694 0.799 -0.051
C: -0.649 -0.770 -0.031

Properties
E_tot: -2983.1900 hartree
orbital gap: 10.8 eV
energy relative to the best compared isomer or geometry (same formula, charge and spin): 0.0000 eV
highest occupied orbital energy: -9.91 eV

These are the Löwdin partial charges, in e, on atoms 1 to 4:
1. H 0.046
2. H 0.102
3. H 0.072
4. H 0.100

# 2
Density functional theory data (ωB97M-V/def2-TZVPD) for a structure of composition C49H55AsBiN5O7Si2 in a non-equilibrium geometry.

Element x y z (Å)
H: 6.099 -0.779 2.187
H: -0.356 -3.556 7.233
N: 0.363 -2.505 1.115
C: -2.153 3.878 4.278
H: 3.358 -0.487 -5.438
C: -0.849 -2.666 6.841
C: -2.850 3.042 3.416
H: -2.485 -4.541 -2.842
H: -0.351 4.996 4.586
H: -2.719 -3.139 7.797
H: 0.589 -0.573 5.997
C: -3.406 4.538 -2.052
H: 0.006 -1.439 -8.050
C: -0.007 -1.004 5.185
H: 0.385 -4.777 -1.211
C: 3.482 -0.347 2.380
Bi: -0.598 -1.002 -0.573
H: -2.889 -2.055 6.406
H: -3.103 -2.896 -2.977
O: -2.243 0.145 -3.399
H: 5.988 -2.055 -1.910
H: 1.589 -3.966 -2.229
H: 4.347 4.658 0.257
H: -2.774 -3.587 -1.392
C: 5.525 -1.656 -1.019
H: -1.208 -3.466 -7.307
H: 1.095 0.000 -6.394
H: 0.151 1.375 -2.281
H: -1.545 -0.398 -3.802
H: 1.318 6.722 -1.947
C: -2.352 -2.920 6.794
O: 4.004 -2.321 -3.251
H: -3.820 2.658 3.705
H: -4.396 0.529 -3.346
C: 2.922 5.798 -0.876
C: -1.378 5.835 -2.153
H: -4.878 -0.282 1.414
H: -1.076 -2.156 2.542
C: 0.687 4.912 -0.969
H: -5.471 -0.562 -2.446
C: 3.199 0.255 -4.652
C: 1.037 1.486 -2.904
C: 5.574 -0.946 1.259
H: 3.132 1.232 -5.134
C: 0.520 -0.856 -6.055
C: -0.099 -2.583 2.370
C: -0.723 4.875 -1.388
C: 3.422 -1.618 -2.212
H: -0.618 -1.819 7.489
C: 0.551 -4.301 -2.179
O: -2.810 -1.825 1.514
H: -2.824 2.003 1.539
H: 2.728 2.908 0.871
H: -0.850 6.713 -2.502
O: -0.151 -4.617 5.130
C: -1.424 3.747 -0.947
C: -4.998 -0.822 0.472
C: -0.352 4.000 2.684
C: 0.463 -1.138 -4.684
H: 1.814 1.949 -2.290
H: 7.294 -1.654 0.154
H: -3.290 2.693 -0.957
C: 2.311 -3.702 1.779
O: 2.295 -0.532 2.539
C: -2.756 3.578 -1.289
Si: -0.633 -2.850 -2.447
H: -2.575 4.142 5.239
H: -3.220 6.411 -3.079
C: -0.087 -1.666 -6.996
As: -0.322 2.517 0.106
O: 2.084 -1.273 -2.486
Si: 1.670 -0.133 -3.609
C: -2.715 5.665 -2.480
C: -0.902 4.352 3.912
H: 0.595 -0.976 4.284
C: 4.111 -1.326 -1.078
C: -1.047 3.169 1.813
C: -0.905 -3.054 -5.228
C: 1.613 5.889 -1.320
H: -1.483 -3.919 -4.922
H: 3.650 0.386 4.111
C: -3.691 -0.811 -0.258
N: 3.469 -0.817 0.044
H: -5.806 -0.373 -0.096
H: 2.372 -4.349 3.834
C: -0.776 -2.790 -6.579
C: 3.321 4.732 -0.081
C: -2.294 2.685 2.198
C: 0.599 -3.236 3.378
H: -2.559 -3.776 6.154
N: -2.339 -0.296 -2.084
H: 3.637 6.561 -1.155
C: 1.822 -3.816 3.070
H: 0.410 -5.056 -2.955
N: -2.652 -1.349 0.355
H: -4.446 4.410 -2.324
C: 1.089 3.839 -0.158
H: 0.780 2.180 -3.708
C: -4.712 0.214 -2.357
H: 0.628 4.371 2.407
H: 3.266 -4.124 1.502
C: 2.406 3.749 0.271
H: -1.033 0.769 4.503
O: 4.233 0.167 3.368
C: -3.532 -0.292 -1.586
C: -1.275 -0.180 4.979
C: 1.552 -3.041 0.832
C: -0.315 -2.247 -4.246
H: -5.262 -1.847 0.736
C: 4.223 -0.695 1.150
N: -0.281 -2.393 5.524
H: -5.152 1.072 -1.847
H: -1.770 0.026 5.929
H: 4.084 0.283 -4.009
C: 0.015 -3.466 4.750
H: 1.917 -2.920 -0.179
C: 6.232 -1.444 0.113
H: -1.968 -0.710 4.324
H: 3.945 -1.807 -4.067
C: -2.413 -3.536 -2.422

Properties
E_tot: -5729.9894 hartree
orbital gap: 4.4 eV
energy relative to the best compared isomer or geometry (same formula, charge and spin): 1.6671 eV
highest occupied orbital energy: -4.86 eV

These are the Löwdin partial charges, in e, on atoms 1 to 4:
1. H 0.092
2. H 0.117
3. N -0.088
4. C -0.096

# 3
Density functional theory data (ωB97M-V/def2-TZVPD) for an isolated molecule of C4H4O3 in a non-equilibrium geometry.

Element x y z (Å)
C: -0.898 0.631 0.117
C: -1.126 -0.588 -0.471
H: 2.615 0.437 0.642
H: 0.348 -2.266 -0.817
O: 0.420 0.778 0.428
H: -1.163 2.361 0.841
O: 2.343 -0.407 0.229
C: 0.174 -1.248 -0.505
C: 1.024 -0.374 0.044
H: -2.076 -1.030 -0.824
O: -1.662 1.706 0.315

Properties
structure (SMILES): Oc1ccc(O)o1
E_tot: -380.5058 hartree
orbital gap: 8.1 eV
energy relative to the best compared isomer or geometry (same formula, charge and spin): 1.1206 eV
highest occupied orbital energy: -7.60 eV

These are the Löwdin partial charges, in e, on atoms 1 to 4:
1. C -0.396
2. C -0.002
3. H 0.134
4. H 0.112

# 4
Density functional theory data (ωB97M-V/def2-TZVPD) for a cluster of 2 separate species, C9H16N3O in total in a non-equilibrium geometry.

Element x y z (Å)
N: -0.953 2.355 -0.378
H: -3.166 0.458 1.313
C: 2.000 -0.969 0.400
C: 0.920 0.186 -3.072
C: 2.041 -0.348 -0.892
H: -1.180 1.608 3.548
H: 0.509 1.407 1.356
N: -2.712 1.157 0.684
H: -1.932 0.396 2.865
H: -0.190 -2.298 -2.678
C: 0.159 -2.331 -0.374
N: -0.481 1.362 1.642
H: -0.131 2.967 -0.207
H: 1.021 1.339 -2.772
C: 0.321 -1.880 -1.770
H: 1.145 -2.973 2.256
H: 2.733 -0.496 0.968
H: -0.494 -3.278 -0.281
H: 1.548 -0.194 -3.889
H: 2.804 0.299 -1.288
O: 0.836 -2.226 1.948
C: -0.833 0.784 2.879
C: 1.078 -0.686 -1.847
H: -3.168 1.266 -0.106
H: -0.164 -0.162 3.257
C: -1.373 1.585 0.725
H: -0.075 0.355 -3.595
H: -1.283 2.202 -1.328
C: 1.017 -1.883 0.636

Properties
E_tot: -591.7213 hartree
total charge: +1
orbital gap: 9.0 eV
energy relative to the best compared isomer or geometry (same formula, charge and spin): 3.6548 eV
highest occupied orbital energy: -11.78 eV

These are the Löwdin partial charges, in e, on atoms 1 to 4:
1. N 0.167
2. H 0.144
3. C -0.017
4. C -0.089

# 5
Density functional theory data (ωB97M-V/def2-TZVPD) for a structure of composition C15H19ClRuSi in a non-equilibrium geometry.

Element x y z (Å)
H: -2.254 -0.979 4.277
C: -0.445 -0.738 0.475
C: -0.077 2.709 -1.320
C: 3.857 2.472 -2.712
H: -4.475 -2.162 0.919
C: 1.191 2.252 0.575
H: -2.298 -4.714 1.169
C: 1.205 2.833 -0.737
C: -1.219 -1.470 1.177
H: -1.043 -4.528 2.430
H: -0.952 -2.223 4.288
Ru: 0.536 0.481 -0.577
H: -0.541 1.427 1.765
H: -2.599 -2.660 4.747
H: -2.725 -4.828 2.859
C: 4.148 1.088 -2.547
H: 1.781 1.039 -4.929
C: -4.150 -1.952 1.945
C: 2.838 2.594 -3.708
C: 2.509 1.286 -4.160
C: -2.081 -4.287 2.152
C: -0.169 1.839 0.840
H: 4.885 0.668 -1.869
H: 2.029 2.214 1.273
H: -4.285 -0.880 2.143
Cl: 1.374 -1.292 -1.712
C: -2.012 -2.028 4.069
C: 3.326 0.357 -3.453
H: 3.341 -0.715 -3.600
C: -0.933 2.060 -0.368
H: -0.378 3.079 -2.301
Si: -2.362 -2.431 2.257
H: 2.406 3.523 -4.069
H: 4.332 3.292 -2.181
H: 2.039 3.364 -1.179
H: -1.977 1.828 -0.543
H: -4.821 -2.517 2.604

Properties
<S²>: 8.79
E_tot: -1427.3657 hartree
total charge: -1
orbital gap (alpha / beta): 4.0 / 5.3 eV
spin multiplicity: 6
energy relative to the best compared isomer or geometry (same formula, charge and spin): 0.0000 eV
highest occupied orbital energy (alpha / beta): -0.73 / -4.13 eV

These are the Löwdin partial charges, in e, on atoms 1 to 4:
1. H 0.021
2. C -0.430
3. C -0.200
4. C -0.126

# 6
Density functional theory data (ωB97M-V/def2-TZVPD) for a structure of composition C6H8O3S4 in a non-equilibrium geometry.

Element x y z (Å)
H: 2.877 -0.814 -3.745
H: -1.089 -1.909 0.785
O: -2.060 -0.716 -0.649
C: 0.354 1.186 0.407
H: -1.520 -0.175 1.176
C: -0.862 1.388 -0.234
H: -2.945 2.435 -0.411
C: -1.825 -1.156 0.574
C: 2.206 0.155 -0.448
H: 4.451 -0.433 -0.105
H: -2.701 -1.653 1.003
C: 2.294 0.009 -1.718
H: -1.940 0.776 -2.000
O: 0.662 1.956 1.547
S: 0.491 -0.160 -2.215
S: 3.579 -0.043 -2.964
O: 0.879 -0.031 0.097
H: 1.197 1.353 2.058
S: -1.706 2.844 0.237
S: 3.655 0.428 0.615
C: -1.494 0.424 -1.151

Properties
E_tot: -2051.6679 hartree
orbital gap (alpha / beta): 7.5 / 7.5 eV
energy relative to the best compared isomer or geometry (same formula, charge and spin): 4.2685 eV
highest occupied orbital energy (alpha / beta): -7.98 / -7.98 eV

These are the Löwdin partial charges, in e, on atoms 1 to 4:
1. H -0.158
2. H 0.090
3. O -0.093
4. C -0.444

# 7
Density functional theory data (ωB97M-V/def2-TZVPD) for a cluster of 2 separate species, C5H7N2 in total in a non-equilibrium geometry.

Element x y z (Å)
H: 0.707 -1.822 1.051
H: -4.310 -0.879 -0.130
C: 0.802 -1.082 0.282
H: -4.318 -0.290 -1.678
H: 4.728 1.618 0.418
N: 3.962 1.209 0.050
C: 0.801 0.927 1.328
H: -3.308 0.491 -0.352
N: -3.850 -0.248 -0.788
C: 2.911 0.673 0.014
H: -0.667 0.519 -0.328
C: 1.714 0.117 0.482
H: 0.673 -1.433 -0.722
C: 0.157 0.201 0.374

Properties
E_tot: -303.7134 hartree
total charge: +1
orbital gap: 6.0 eV
energy relative to the best compared isomer or geometry (same formula, charge and spin): 8.3160 eV
highest occupied orbital energy: -12.15 eV

These are the Löwdin partial charges, in e, on atoms 1 to 4:
1. H 0.137
2. H 0.012
3. C 0.011
4. H 0.008

# 8
Density functional theory data (ωB97M-V/def2-TZVPD) for an isolated molecule of C19H25N5O4 in a non-equilibrium geometry.

Element x y z (Å)
O: -2.403 -2.507 1.285
C: 3.103 1.456 1.042
C: -5.614 2.345 -0.826
H: 0.408 3.071 -0.301
C: -0.871 -2.473 -1.143
C: 4.925 0.387 -0.299
H: -3.595 3.692 -1.635
H: -2.758 0.622 1.214
C: 4.451 -1.470 -1.823
H: 0.558 1.693 1.957
N: -0.644 -1.164 -0.583
H: -1.893 -2.479 -1.528
H: 5.101 3.251 0.958
C: -1.556 3.479 -1.052
H: -5.441 2.252 -1.903
O: 6.102 0.345 -0.597
C: -1.187 -3.225 1.277
H: 0.378 -3.850 -0.033
C: -3.543 -3.287 1.018
C: -2.398 1.418 0.578
H: -4.398 -2.621 1.120
H: -1.231 4.287 -1.690
H: 4.342 -2.472 -1.405
H: -0.549 0.295 2.031
N: 0.881 0.286 0.513
H: -6.551 1.853 -0.569
C: -0.045 1.002 1.361
C: -1.059 1.761 0.543
C: 5.382 2.228 1.208
H: -3.528 -3.702 0.005
N: 4.014 -0.484 -0.860
N: 1.695 -1.182 -0.973
H: 5.363 2.118 2.292
C: 2.702 -0.411 -0.510
C: 2.246 0.518 0.410
H: -1.344 -0.875 0.088
C: -3.330 2.107 -0.200
H: -1.275 -4.128 1.897
C: -0.636 2.800 -0.279
H: -1.199 -4.499 -0.486
H: 3.838 -1.394 -2.720
C: -0.682 -3.611 -0.123
H: 6.369 1.998 0.818
H: -0.175 -2.606 -1.972
H: -0.464 -2.556 1.753
H: 5.496 -1.273 -2.052
H: -5.678 3.404 -0.558
N: 4.430 1.304 0.612
H: -3.634 -4.110 1.736
O: -4.619 1.683 -0.083
O: 2.802 2.311 1.859
C: 0.612 -0.728 -0.348
C: -2.900 3.142 -1.021

Properties
structure (SMILES): COCCCNc1nc2c(c(=O)n(C)c(=O)n2C)n1Cc1cccc(OC)c1
E_tot: -1313.8080 hartree
orbital gap: 8.2 eV
energy relative to the best compared isomer or geometry (same formula, charge and spin): 0.9779 eV
highest occupied orbital energy: -7.54 eV

These are the Löwdin partial charges, in e, on atoms 1 to 4:
1. O -0.218
2. C -0.384
3. C -0.091
4. H 0.116